[1]
The following is a DFT calculation (the ωB97M-V functional and the def2-TZVPD basis) of 7 unconnected molecules or ions with the total composition C3H18N2O8 at a distorted geometry.

Its net charge is 0. Its HOMO energy is -10.15 eV. As for the SMILES: NC(=O)NCC=O.O.O.O.O.O.O. The value obtained for the orbital gap is 10.42 eV. The multiplicity is 1.

Positions of all 31 atoms, in Å:
H  0.243674  -1.162931  -1.492300
H  -2.647561  2.037365  0.757778
O  0.754048  0.967726  2.685067
H  -2.363365  -0.191357  0.469882
H  1.054643  1.879470  -3.306944
O  -3.447113  1.499886  0.606421
C  2.081769  -0.778523  -0.337205
H  0.746132  2.944278  -0.239652
O  -0.669560  2.674903  1.016635
N  0.144345  -2.168010  0.286504
H  2.106040  1.661205  -2.303996
H  -1.773754  -4.291430  -2.190624
H  -0.874311  3.391647  1.627601
O  2.410120  -0.782926  0.818267
H  2.183005  2.694015  0.279616
H  -3.711642  1.116717  1.449363
N  -1.756785  -0.782046  -0.101120
O  1.614750  1.167404  -2.977224
H  1.193750  0.830014  3.522465
H  2.585304  -0.167802  -1.102529
O  -1.014227  -1.212063  1.993363
H  -1.291341  -0.432146  -0.917169
O  -0.818159  -4.267330  -2.078916
H  -0.153821  2.047217  1.567468
H  0.739818  -2.561455  0.999811
C  0.957760  -1.655231  -0.828112
O  1.681386  2.864090  -0.522953
H  -0.711069  -3.831401  -1.223840
C  -0.829568  -1.311681  0.779847
H  0.284105  0.184752  2.367314
H  1.281618  -2.364355  -1.604826

Cartesian forces, eV/Å:
0.423 0.786 0.048
-0.180 -0.290 0.148
-0.139 0.921 -0.696
0.053 0.440 -1.146
-0.157 -0.227 -0.249
0.106 0.080 -0.064
-0.076 -0.183 -0.448
0.562 -0.102 0.077
-0.190 -0.104 0.142
0.945 0.021 -1.304
-0.039 -0.131 0.221
0.007 -0.059 -0.123
0.056 0.068 -0.068
0.150 0.158 0.093
-0.101 -0.003 0.084
0.076 0.295 0.114
1.447 -0.624 1.216
0.047 0.389 0.096
-0.117 -0.445 0.030
0.082 -0.047 0.068
0.340 0.149 -0.155
-0.765 0.584 -0.489
-0.087 0.137 0.140
-0.055 0.194 0.113
-0.211 0.241 0.444
-1.401 0.038 -0.567
-0.248 0.018 -0.221
0.092 0.023 0.099
-1.130 -1.176 0.837
0.091 -0.605 0.739
0.417 -0.551 0.822


[2]
The following is a DFT calculation (the ωB97M-V functional and the def2-TZVPD basis) of 7 unconnected molecules or ions with the total composition C3H19NO7 at a distorted geometry.

Its net charge is 0. Its HOMO energy is -8.71 eV. As for the SMILES: CNCC=O.O.O.O.O.O.O. The value obtained for the orbital gap is 8.87 eV. The multiplicity is 1.

Positions of all 30 atoms, in Å:
H  -0.706877  -0.809635  -1.173721
O  1.712101  0.541513  2.401116
C  -0.525553  0.946176  -2.212172
C  1.217966  -0.798658  -1.708577
H  -1.509079  -3.309403  1.631121
H  1.673038  1.206649  3.098859
H  -2.781328  -1.653957  -0.536418
H  1.990715  -1.301341  1.997458
H  -0.385600  -2.737270  2.525582
C  2.189993  0.084233  -1.012383
H  0.889764  3.564563  -0.014995
O  2.118639  1.258421  -0.728917
H  0.339914  1.579257  -2.379715
H  0.547701  2.090535  -0.084152
O  -0.861350  -2.601911  1.701753
H  -1.210220  1.377975  -1.481422
O  1.893795  -1.572760  1.078753
H  1.674158  -0.999304  -2.694200
H  1.645330  -2.500150  1.057065
H  2.388983  0.910352  1.817134
H  -2.178370  2.330011  0.993385
H  3.173448  -0.418887  -0.927792
O  -3.701094  -1.389669  -0.491518
N  -0.183501  -0.447309  -1.956895
O  0.223652  2.935826  0.276371
H  -2.811797  1.192863  1.914901
O  -2.984856  1.894228  1.287262
H  -3.865667  -0.619916  0.054577
H  -1.115747  1.050568  -3.134303
H  1.141836  -1.803013  -1.298152

Cartesian forces, eV/Å:
-0.152 0.207 -0.001
0.374 0.710 0.496
-0.858 0.298 -1.082
-1.637 -0.384 -1.284
-0.001 -0.052 0.190
-0.203 -0.118 0.053
0.100 0.541 0.410
-0.188 0.094 0.021
-0.143 -0.047 0.065
1.071 -0.231 -0.295
-0.038 0.025 0.003
-0.407 -0.331 0.221
0.096 0.014 0.367
0.037 0.411 0.138
0.000 0.045 -0.300
0.461 0.015 0.428
0.333 -0.469 -0.352
0.338 0.294 0.088
-0.066 -0.003 0.112
-0.197 -0.143 -0.259
0.351 -0.303 0.321
-0.058 -0.038 0.162
-0.760 -0.656 -0.498
0.509 0.091 0.779
-0.248 -0.181 0.108
0.611 0.118 0.055
-0.803 0.153 -0.412
0.685 0.173 0.101
0.168 -0.353 -0.100
0.625 0.121 0.465


[3]
The following is a DFT calculation (the ωB97M-V functional and the def2-TZVPD basis) of 7 unconnected molecules or ions with the total composition C3H19NO7S at a distorted geometry.

Its net charge is -1. Its HOMO energy (alpha / beta) is -6.20 / -6.19 eV. Its expectation value of S² is 0.7527. The value obtained for the orbital gap (alpha / beta) is 8.98 / 6.56 eV. The multiplicity is 2.

Positions of all 31 atoms, in Å:
O  -2.149683  -3.638472  0.369279
O  0.234825  1.822543  -3.393382
H  0.693642  1.053452  -3.739601
O  -0.973994  1.609744  0.740496
H  0.448493  2.989046  0.727075
H  -0.588383  1.525516  -2.953395
C  0.416768  1.925048  0.822178
N  1.390469  1.432653  -0.194801
H  3.169206  0.062220  -1.881916
S  3.890436  -1.771949  -0.733532
H  0.897386  1.430894  -1.102652
H  2.233198  0.004214  1.024195
O  0.028269  -1.342178  3.143015
O  -1.510538  -0.603128  -0.179701
H  -2.341010  -1.184278  1.149633
O  -2.459620  -0.959145  2.145927
H  1.107847  -0.633641  -0.383040
H  -1.263912  -3.710002  0.006754
H  3.919741  0.557050  -0.367759
C  1.857069  0.042572  -0.021085
H  -0.770900  -1.771303  2.800293
C  3.200504  -0.130115  -0.787589
O  -2.082301  1.408357  -1.842096
H  -1.087048  0.538052  0.428897
H  -2.336542  -2.692586  0.330866
H  0.080998  -0.515584  2.662433
H  -1.829704  1.792303  -0.957606
H  -0.896846  -1.334019  -0.151134
H  -1.745800  0.512636  -1.636485
H  0.779121  1.588172  1.814352
H  -2.311690  -0.008074  2.160378

Cartesian forces, eV/Å:
-0.039 -0.143 0.030
0.233 0.071 -0.016
-0.201 -0.101 0.040
1.079 -1.298 -0.566
0.217 0.816 0.284
-0.115 0.183 -0.001
-0.261 -0.699 0.061
-1.263 -0.584 -0.278
-0.287 0.198 0.464
0.034 -0.267 0.082
0.391 0.578 0.386
-1.099 -0.777 -0.308
0.646 -0.534 0.297
-0.041 -0.610 -0.568
-0.004 1.508 1.720
-0.622 -1.020 -0.887
-0.172 -0.937 0.481
0.093 -0.054 -0.031
0.264 0.361 -0.035
1.699 1.811 0.060
-0.139 0.532 0.061
-0.656 -0.233 -0.369
0.770 0.271 0.584
-0.137 0.919 0.129
-0.099 -0.097 -0.213
-0.197 0.101 -0.164
-0.315 0.052 -0.790
0.544 -0.052 -0.069
-0.589 -0.345 0.090
0.224 0.308 -0.323
0.043 0.043 -0.154


[4]
The following is a DFT calculation (the ωB97M-V functional and the def2-TZVPD basis) of a molecular structure, C3H19O7Y2 at a distorted geometry.

Its net charge is +6. Its HOMO energy (alpha / beta) is -30.95 / -30.58 eV. Its expectation value of S² is 0.7536. The value obtained for the orbital gap (alpha / beta) is 7.94 / 6.78 eV. The multiplicity is 2.

Positions of all 31 atoms, in Å:
O  3.432782  -1.433802  2.284828
C  -2.742716  2.365707  -2.079327
O  -0.220901  1.156801  2.326574
H  0.933475  -3.268768  -2.036253
H  -1.960202  -0.395321  -1.757348
H  -1.009638  0.756500  1.960672
H  0.548049  1.452276  -0.442397
H  1.304304  -1.801649  -1.992317
C  -1.192135  0.259248  -2.169297
H  0.840718  -2.131642  3.625028
H  -2.063506  1.478349  -0.039273
H  -0.213297  -0.015871  -1.776488
H  0.724124  -0.718147  0.144864
H  0.819679  -3.642253  3.722414
O  0.949520  -1.089564  1.019949
H  -1.279746  0.021660  -3.229470
O  0.741390  -2.922977  3.095735
C  -1.409133  1.753078  -1.781328
O  0.887545  -2.492803  -1.477684
H  3.297662  -2.252167  1.807062
H  -0.652611  2.296707  -2.347212
O  1.427798  1.497760  -0.067952
Y  0.474081  -3.345714  0.772841
Y  2.129680  0.566872  2.089666
H  -0.516942  1.999593  2.670519
H  -3.499772  1.693612  -1.675296
H  -2.892929  2.487794  -3.152000
H  -2.983662  3.343912  -1.663192
H  3.558435  -1.704766  3.194233
O  -1.312855  1.932369  -0.429125
H  1.880802  2.153205  -0.598429

Cartesian forces, eV/Å:
-1.277 1.478 0.111
-3.076 0.661 0.765
1.699 -0.546 -0.063
0.006 -0.755 -1.386
-0.177 -0.026 0.474
-0.386 -0.451 0.134
-0.734 0.247 0.156
0.528 0.649 -0.544
-1.215 0.532 0.394
-0.369 0.358 0.485
-0.724 -0.494 0.626
0.266 -0.137 -0.192
0.089 0.022 0.264
-0.089 -1.129 1.128
-0.126 -1.125 -0.317
0.389 0.520 -0.300
0.082 -0.380 -2.025
2.607 -3.485 -2.566
-0.588 -1.163 2.342
0.719 -0.263 -0.388
0.079 0.908 0.297
1.038 -0.966 1.405
-0.031 1.233 0.012
-0.848 0.608 -1.349
-0.340 1.075 0.718
-0.122 -0.222 0.587
0.909 0.535 -1.299
-0.256 0.676 -0.076
1.142 -0.428 1.053
-0.053 1.251 0.117
0.857 0.816 -0.561


[5]
The following is a DFT calculation (the ωB97M-V functional and the def2-TZVPD basis) of 6 unconnected molecules or ions with the total composition C3H21N2O6 at a distorted geometry.

Its net charge is +2. Its HOMO energy (alpha / beta) is -17.55 / -17.55 eV. Its expectation value of S² is 0.7551. The value obtained for the orbital gap (alpha / beta) is 10.71 / 4.89 eV. The multiplicity is 2.

Positions of all 32 atoms, in Å:
C  0.516430  0.473763  2.296496
H  3.178922  1.488578  -1.527934
H  -0.771613  0.467007  3.944233
H  -2.901472  -1.893968  -0.692544
H  -1.465931  0.063926  0.173397
H  0.933365  1.395978  1.931620
H  0.609664  2.538351  -0.676002
H  0.132487  -0.641760  -3.769311
H  2.369061  -0.177964  0.327069
O  1.561449  -1.866938  -0.318743
H  -0.064234  -1.560918  1.790551
O  -0.193416  2.161309  -0.275405
O  0.778140  -0.536184  -3.062345
H  2.484437  -1.371909  1.486299
H  -3.860847  1.152257  -1.233866
N  -0.498302  -0.318488  0.070528
C  0.300165  -0.694925  1.243436
H  1.218414  0.121465  3.059594
H  1.396168  -2.770562  -0.027898
N  -0.739085  0.855643  2.989038
H  2.101980  0.945766  -2.464990
H  -0.683249  -1.179187  -0.473375
O  2.247956  1.217604  -1.544140
C  1.735729  -0.972581  0.760440
H  -0.404705  2.713268  0.479815
H  -2.753456  1.995468  -0.962903
O  -2.627394  -2.753312  -1.071727
H  0.087723  0.265154  -0.534692
H  1.581883  -0.711904  -3.574316
H  -2.546911  -3.323821  -0.299773
H  -0.788012  1.871893  2.923029
O  -2.935346  1.046991  -0.965582

Cartesian forces, eV/Å:
-1.741 -0.051 0.735
-0.231 0.061 0.062
-1.096 -0.058 -0.393
-0.284 -0.682 -0.483
0.790 0.452 0.070
0.066 0.054 -0.977
-0.100 -0.097 -0.095
-0.491 0.097 0.092
-1.310 0.537 0.099
0.039 -0.032 -0.153
-0.416 -0.024 -0.275
0.291 0.450 0.153
0.215 -0.002 -0.620
-1.259 -0.083 0.341
-0.193 -0.985 0.001
-0.964 -1.563 -0.596
1.896 1.418 1.320
-0.222 -0.561 0.037
0.220 -0.161 0.122
3.697 0.195 0.423
-0.325 0.055 0.354
0.344 -0.066 -0.086
0.471 0.233 -0.111
1.657 -1.499 -0.954
-0.040 0.548 -0.198
0.918 0.041 0.069
0.452 1.136 0.662
-0.393 0.415 -0.181
0.118 -0.261 0.379
-0.198 -0.325 -0.082
-1.396 0.020 0.178
-0.516 0.737 0.106


[6]
The following is a DFT calculation (the ωB97M-V functional and the def2-TZVPD basis) of 7 unconnected molecules or ions with the total composition C3H21N3O7 at a distorted geometry.

Its net charge is 0. Its HOMO energy is -9.02 eV. As for the SMILES: NCNC(=O)CN.O.O.O.O.O.O. The value obtained for the orbital gap is 9.20 eV. The multiplicity is 1.

Positions of all 34 atoms, in Å:
O  -2.765962  -1.330023  -0.956696
C  1.630108  -1.077658  -1.560085
H  -1.563290  2.735388  -1.312416
H  1.910894  -0.797768  -2.569857
C  0.428608  2.412979  -0.608468
H  0.609153  -1.615637  -1.487630
H  0.901781  2.531237  0.378267
N  -0.958461  2.849324  -0.503964
O  -2.829306  0.886473  -2.122301
H  -2.169302  -1.804219  -0.344543
H  -1.312526  2.360329  0.301299
H  -0.427264  -2.472518  0.770495
O  1.408309  -1.868796  1.407563
H  -0.539776  -3.841460  0.269466
H  -3.609463  -1.614379  -0.582226
C  1.460045  0.214785  -0.715066
O  -2.573491  0.707837  2.384297
H  1.581720  -1.961123  2.347651
H  -0.308216  0.818007  -1.775125
H  0.880465  3.124279  -1.377157
O  2.257878  0.521524  0.162623
H  -2.723964  0.799923  -1.166958
H  -3.226675  0.030772  2.180442
H  -2.869219  -0.031539  -2.400399
H  1.148713  1.548767  2.076690
O  1.634528  1.712655  2.898044
O  -1.123072  -3.136525  0.600830
H  3.603843  -1.731201  -1.244437
H  2.186378  0.916459  2.908674
H  1.886106  -1.081926  1.061188
N  2.665814  -1.827285  -0.909247
H  -3.024346  1.540380  2.191699
H  2.431885  -2.663256  -0.416829
N  0.460278  1.031720  -1.152789

Cartesian forces, eV/Å:
-0.084 -0.934 1.195
-0.880 -0.554 2.172
0.450 -0.196 0.072
-0.370 0.008 -0.239
-1.319 1.200 -2.203
1.609 0.641 -0.611
0.014 -0.326 -0.749
0.487 0.269 1.010
0.202 0.889 -0.258
0.248 -0.134 -0.482
-0.770 -0.020 0.035
-0.125 0.138 0.514
-0.389 0.000 0.130
-0.683 -0.043 0.023
-0.205 0.150 -0.369
-0.666 0.321 -2.108
-0.097 0.191 -0.219
-0.013 0.194 0.016
0.319 -0.465 -0.057
0.036 -1.012 1.132
-0.606 0.067 0.043
-0.082 -0.155 -0.191
0.038 -0.022 0.031
-0.025 -0.062 0.038
0.049 0.218 0.179
-0.060 -0.601 -0.273
1.003 0.106 -0.316
-0.019 -0.159 -0.103
0.087 0.378 0.201
0.121 -0.391 0.344
0.110 -0.455 -0.818
0.072 -0.121 0.134
0.093 -0.125 -0.076
1.459 1.006 1.803


[7]
The following is a DFT calculation (the ωB97M-V functional and the def2-TZVPD basis) of 7 unconnected molecules or ions with the total composition C3H22NO7 at a distorted geometry.

Its net charge is +1. Its HOMO energy is -12.89 eV. The value obtained for the orbital gap is 10.31 eV. The multiplicity is 1.

Positions of all 33 atoms, in Å:
H  -2.451555  -0.822470  2.707399
H  -0.232271  0.500595  -1.071420
H  0.400563  2.508057  -2.148557
H  0.723840  1.213111  0.292431
O  -1.987390  -1.538713  2.935308
N  0.649750  0.727685  -0.752698
O  1.715366  2.141256  1.239477
H  -2.694723  0.316060  -0.962134
H  -0.283077  -1.803646  -0.423832
H  1.909257  2.478337  -1.241346
C  0.746668  -1.631045  -0.022229
H  1.783395  1.192730  -2.557533
O  -1.975573  0.798823  -1.353826
H  -2.109896  1.344064  -1.999294
H  -2.589028  -2.395134  2.981011
H  1.454591  2.982610  1.649788
C  1.468001  -0.582652  -0.775208
H  1.789434  -0.949809  -1.861924
H  1.329353  -2.573845  0.225784
H  2.324640  -0.426169  -0.259986
H  0.545185  -0.128665  3.910292
O  0.528759  -1.033040  1.175084
H  -4.786933  0.052864  0.553500
H  2.051025  -0.230526  3.649485
H  -0.056514  -1.615022  1.755844
H  0.011233  -0.940476  -3.588305
O  0.931361  -1.066999  -3.856990
H  2.522782  1.818147  1.631229
O  -3.915282  -0.240121  0.228695
O  1.201173  -0.110930  3.262073
C  1.217087  1.725450  -1.694912
H  1.005545  -1.693858  -4.528841
H  -3.226768  -0.016672  0.901636

Cartesian forces, eV/Å:
-3.217 3.888 -1.172
-3.042 -0.337 -0.261
1.518 -2.471 1.031
-0.285 -1.593 -2.490
1.714 -7.082 1.470
4.393 0.901 1.928
-0.649 0.761 -0.266
-1.373 0.076 -0.340
0.904 -0.688 -0.671
-0.386 -1.275 0.142
-1.336 -1.644 -0.168
-1.268 0.982 1.423
3.255 -4.701 5.673
-2.208 4.735 -5.785
1.638 3.118 -0.227
0.377 -0.525 0.010
-0.926 -0.767 -3.791
-1.166 1.266 2.158
-0.473 0.782 -1.472
2.811 0.937 1.540
-1.323 -0.089 1.946
-1.833 -0.184 3.193
0.694 -0.060 -0.079
0.704 -0.230 0.869
1.126 1.336 -0.874
0.201 -0.412 -0.527
-0.062 1.990 2.098
0.181 -0.025 0.470
0.568 0.140 0.827
0.863 0.648 -1.671
0.082 2.280 -2.673
-0.234 -1.598 -1.712
-1.247 -0.158 -0.600


no.,total energy (eV)
1,-22764.0627
2,-19240.6994
3,-30077.4484
4,-19751.4524
5,-18697.8029
6,-22254.5688
7,-19282.1344